# 1
C20H46DyP4Se | wB97M-V/def2-TZVPD

Values from the calculation:
**Net charge**: +3
**HOMO-LUMO gap (alpha / beta)**: 0.2444 / 0.2003 Ha
**Energy**: -5440.468771 Eh
**2S+1**: 6
**Energy above the lowest of the compared OMol25 structures with the same formula, charge and spin**: 0.048 eV
**Maximum force**: 2.451 eV/A
**HOMO level (alpha / beta)**: -16.733 / -16.690 eV

XYZ file:
```
72
Properties=species:S:1:pos:R:3:forces:R:3:lowdin_spin:R:1
Dy 0.8926 0.2681 -0.9412 -1.016 -0.209 2.221 4.98
P -0.7426 0.9185 2.6048 -0.322 -0.014 0.576 0.04
P 1.9751 -1.2392 1.6937 1.002 -1.127 -0.075 0.02
P -1.8003 1.4024 -0.8236 -1.371 0.318 -0.886 0.00
H 1.9772 -2.7304 -4.1542 0.031 0.576 -0.029 0.00
C 1.6686 -1.7092 -4.4210 0.423 0.348 0.856 0.00
C 1.6533 -0.7160 -3.4816 0.648 -0.411 -0.962 -0.01
H 2.3041 -0.8982 -2.5621 -0.719 0.025 -0.954 -0.01
C -1.8370 -0.4060 3.2730 0.143 -0.126 -0.438 0.01
C 0.4134 1.1168 4.0301 0.246 0.081 -0.443 0.00
C -1.8449 2.3654 2.8683 -0.036 0.348 -0.219 0.00
C 2.7481 -2.3121 0.3923 -0.069 0.022 0.116 0.00
C 3.4751 -0.9010 2.7106 0.151 0.591 -0.015 0.00
C 1.3045 -2.6064 2.7623 -0.673 0.343 -0.061 0.00
C -2.0698 1.0502 -2.6166 0.248 0.133 0.076 0.00
C -2.2387 3.1905 -0.8250 0.487 0.360 0.154 0.00
C -3.4272 0.7539 -0.2450 -0.003 -0.478 0.398 0.00
H 1.5027 -1.5707 -5.5059 -0.437 0.225 0.858 0.00
H 1.4465 0.3108 -3.8568 0.322 -0.441 0.519 0.00
H -2.2323 -0.1251 4.2551 0.065 -0.032 -0.172 0.00
H -1.2826 -1.3455 3.3613 -0.089 0.106 0.061 0.00
H -2.6644 -0.5804 2.5762 0.025 0.046 0.192 0.00
H -0.1280 1.2554 4.9693 0.029 -0.040 -0.107 0.00
H 1.0619 1.9828 3.8597 -0.114 -0.022 0.116 0.00
H 1.0730 0.2472 4.1098 -0.196 0.048 0.092 0.00
H -2.2447 2.3827 3.8949 0.160 0.006 -0.353 0.00
H -2.6857 2.3410 2.1611 0.158 -0.083 0.308 0.00
H -1.3050 3.3029 2.6686 -0.166 -0.283 0.226 0.00
H 3.5087 -2.9373 0.8825 -0.113 0.101 -0.386 0.00
H 3.2452 -1.6879 -0.3729 0.051 -0.301 0.091 0.00
H 1.9932 -2.9692 -0.0684 0.290 0.232 0.076 0.00
H 3.9612 -1.8367 3.0288 -0.295 0.232 -0.238 0.00
H 3.2130 -0.3360 3.6152 0.064 -0.107 -0.239 0.00
H 4.2035 -0.3111 2.1418 -0.095 -0.075 0.144 0.00
H 2.1183 -3.2725 3.0893 -0.140 0.334 -0.308 0.00
H 0.5593 -3.1991 2.2182 0.133 0.098 0.141 0.00
H 0.8291 -2.1955 3.6631 0.131 -0.103 -0.220 0.00
H -3.0404 1.5076 -2.8721 0.431 -0.345 -0.206 0.00
H -2.0849 -0.0320 -2.8055 -0.143 0.239 -0.098 0.00
H -1.2795 1.5175 -3.2202 -0.209 -0.063 -0.097 0.00
H -3.0444 3.3708 -1.5547 0.280 -0.180 0.255 0.00
H -1.3762 3.8071 -1.1046 -0.217 -0.020 -0.010 0.00
H -2.5908 3.5256 0.1603 0.170 -0.194 -0.226 0.00
H -4.1873 0.9711 -1.0145 0.399 0.002 0.227 0.00
H -3.7596 1.2188 0.6911 0.229 -0.104 -0.205 0.00
H -3.3815 -0.3307 -0.0956 -0.122 0.264 -0.046 0.00
C -1.3433 -3.4312 -1.5270 0.461 0.729 0.084 0.00
C -0.3011 -3.6985 -2.4176 -0.069 1.115 -0.250 0.00
C -0.6180 -4.1336 -3.7136 -0.585 -0.239 0.595 0.00
C -1.9572 -4.4949 -4.0041 0.164 0.067 0.422 0.00
C -2.9712 -4.3339 -3.0351 0.665 -0.030 0.012 0.00
C -2.6621 -3.7075 -1.7914 -0.498 -0.331 -0.440 0.00
Se -0.9996 -1.8655 -0.0629 -0.264 -2.352 -0.637 -0.02
H -0.8304 -1.2355 -1.3430 -0.401 0.792 -0.938 -0.01
H 0.6955 -3.3319 -2.1625 -0.156 -0.417 -0.159 0.00
H 0.1678 -4.1639 -4.4818 -0.479 -0.327 0.419 0.00
H -2.1922 -4.9132 -4.9934 0.021 0.280 0.564 0.00
H -3.9937 -4.6876 -3.2598 0.666 0.438 0.256 0.00
H -3.4340 -3.4331 -1.0743 0.024 -0.227 -0.275 0.00
C 2.8982 2.4093 1.0494 0.498 -0.327 0.245 0.00
P 1.2750 2.7180 0.3031 0.922 1.749 0.198 -0.01
C 0.8212 4.2388 1.2513 -0.964 0.010 0.396 0.00
C 1.8222 3.5628 -1.2340 -0.245 -0.177 -0.103 0.00
H 2.8121 2.1132 2.1043 -0.031 0.080 -0.298 0.00
H 3.5393 3.2985 0.9669 -0.206 -0.187 0.062 0.00
H 3.4111 1.5954 0.5245 0.156 -0.040 0.040 0.00
H 1.5158 5.0622 1.0351 0.033 -0.467 -0.217 0.00
H 0.8543 4.0815 2.3339 0.010 -0.235 -0.173 0.00
H -0.1895 4.5963 1.0166 0.224 -0.129 -0.052 0.00
H 2.4235 4.4447 -0.9694 -0.078 -0.321 -0.258 0.00
H 2.4279 2.8758 -1.8370 0.133 0.179 -0.199 0.00
H 0.9484 3.8748 -1.8182 0.228 0.047 -0.005 0.00
```
Forces are in eV/Å.

***

# 2
C20H46N2O19S3 | wB97M-V/def2-TZVPD

Values from the calculation:
**HOMO-LUMO gap**: 0.3333 Ha
**Energy**: -3522.756162 Eh
**Energy above the lowest of the compared OMol25 structures with the same formula, charge and spin**: 0.000 eV
**Maximum force**: 9.369 eV/A
**HOMO level**: -9.349 eV

XYZ file:
```
90
Properties=species:S:1:pos:R:3:forces:R:3:lowdin_charge:R:1
C -0.1571 -2.6745 4.9814 -2.568 -3.158 -0.082 0.01
N -0.4513 -1.7352 3.8982 -0.823 1.824 -0.983 -0.34
C -1.7748 -1.9117 3.2193 3.830 -4.471 -5.636 0.02
C -0.3563 -0.3219 4.3707 -0.215 3.444 2.693 -0.02
C 0.6170 -1.8149 2.9090 1.479 -1.911 -2.628 -0.15
C 0.6136 -3.2200 2.0963 4.571 1.878 3.247 -0.20
O 1.5666 -3.1552 1.0673 -0.808 0.996 -0.375 -0.07
H 0.0117 -3.7738 4.6388 0.049 2.334 0.308 0.15
H -1.0160 -2.7521 5.6567 -0.265 0.194 -0.367 0.12
H 0.5594 -2.2748 5.5995 2.305 0.647 0.913 0.08
H -1.7774 -1.4575 2.2001 0.747 0.077 0.771 0.12
H -2.5646 -1.5647 3.6082 -5.336 3.137 4.229 0.02
H -2.1055 -2.9912 2.9178 1.440 1.444 1.135 0.16
H -1.0676 -0.0793 5.2317 0.658 -0.964 -1.051 0.13
H -0.6390 0.4880 3.6467 0.155 -1.509 -0.063 0.11
H 0.6674 0.0489 4.7965 -1.441 -1.616 -1.035 0.15
H 1.5280 -1.6682 3.4463 0.820 -0.372 0.457 0.10
H 0.6843 -1.0471 2.1401 -1.178 0.442 0.197 0.13
H -0.3355 -3.3197 1.7058 -2.088 -1.240 -0.384 0.07
H 1.1310 -3.8508 2.9328 -1.802 -0.131 -2.000 0.15
H 1.1799 -2.5385 0.3770 0.554 -0.878 0.174 0.06
N 0.0158 -0.9507 -1.1967 0.676 0.736 1.726 -0.56
O -0.1432 0.0695 -1.9107 -0.194 -1.320 0.342 -0.03
O -0.6397 -1.1006 -0.1089 -0.619 0.548 -0.584 -0.10
O 0.9152 -1.7870 -1.3788 0.004 0.251 -1.018 -0.03
O 3.8772 -0.6243 3.7287 0.733 -0.156 -0.600 -0.34
S 5.1207 -0.0785 3.2049 1.925 -1.739 1.972 0.65
O 6.4110 -0.5036 3.8344 -3.283 1.134 -2.058 -0.31
O 5.2134 -0.3252 1.5906 -0.713 -0.098 1.984 -0.27
C 4.0080 -0.8648 0.9851 -0.776 2.679 -3.920 -0.20
C 4.2657 -0.5433 -0.6047 0.800 -6.908 0.726 -0.03
C 4.9769 1.6708 3.3528 -0.914 -0.529 -5.644 -0.13
H 3.0909 -0.2350 1.1397 0.945 -0.315 0.693 0.12
H 3.7416 -1.8609 1.2584 0.474 -0.765 0.050 0.09
H 5.2608 -0.9390 -0.9706 -0.682 0.029 0.965 0.09
H 4.3693 0.4096 -0.8287 -0.261 4.832 -0.490 0.00
H 3.6095 -1.0773 -1.3578 -0.009 0.764 1.375 0.08
H 5.5268 1.9536 2.3398 -0.029 0.455 2.948 0.13
H 5.1209 1.9094 4.3539 1.106 1.007 1.350 0.05
H 3.9432 1.9380 3.0256 0.478 -0.433 0.624 0.08
O -2.4593 3.6419 2.2019 -1.185 -2.048 0.353 -0.26
S -3.1880 2.3776 2.2143 0.245 4.815 1.161 0.60
O -2.9174 1.4011 3.1954 0.846 -1.797 1.298 -0.29
O -4.7605 2.7285 2.4194 0.117 0.048 -2.104 -0.27
C -5.4826 2.4514 3.6129 0.121 1.065 2.866 -0.23
C -7.1146 2.6080 3.4779 3.166 6.480 5.979 -0.01
C -3.0504 1.7198 0.6629 1.295 1.324 -2.434 -0.14
H -4.9690 3.0925 4.4191 -1.251 -0.640 -0.974 0.14
H -5.2656 1.4227 3.9381 -0.279 0.155 -0.278 0.10
H -7.4242 3.4773 2.8931 0.387 0.383 0.460 0.07
H -7.6309 2.6653 4.5612 1.239 -0.772 -2.793 0.14
H -7.1900 1.9057 2.8659 -2.330 -6.854 -4.499 -0.04
H -2.1385 1.1316 0.4601 -0.250 0.386 0.442 0.09
H -3.2538 2.4626 -0.1391 0.807 0.130 0.828 0.10
H -3.8794 1.1719 0.5331 -2.883 -2.947 -0.251 0.02
O 4.2061 -3.2806 -5.0038 -0.892 1.232 -2.922 -0.31
S 3.4764 -2.5142 -6.0418 1.062 0.221 3.814 0.68
O 2.0938 -2.7816 -6.2157 -0.814 -0.098 -0.372 -0.30
O 3.6207 -0.9167 -5.4600 0.073 -1.469 -1.914 -0.30
C 2.6407 -0.4685 -4.4707 -2.956 -3.392 -0.273 -0.31
C 3.1444 0.8308 -3.9813 1.137 2.028 1.140 -0.12
C 4.1984 -2.6207 -7.7069 -3.504 -0.528 -1.050 -0.11
H 2.5015 -1.3165 -3.7179 0.441 1.307 -0.629 0.11
H 1.4876 -0.4211 -4.9681 3.253 0.245 1.127 0.18
H 2.5977 1.2499 -3.0660 0.545 -0.798 -1.428 0.10
H 2.9779 1.4526 -4.8435 -0.203 1.017 -0.078 0.06
H 4.2840 0.9915 -3.8069 -1.875 -1.127 -0.062 0.11
H 3.6602 -2.0132 -8.4811 0.335 -0.029 1.279 0.10
H 4.1000 -3.6404 -8.1397 -0.456 0.223 1.159 0.09
H 5.1855 -2.4688 -7.7431 3.786 1.146 0.299 0.01
C -3.0698 -2.0582 -2.3520 2.842 -3.097 5.590 -0.13
C -3.5066 -0.7227 -2.7310 -1.272 -0.311 -0.360 -0.17
O -4.2372 -1.0801 -3.8484 -1.338 1.095 -2.182 0.08
C -4.5561 -2.3706 -3.9036 -2.407 -0.707 -3.690 -0.55
O -5.2922 -2.7650 -4.8208 2.093 0.224 3.142 0.11
O -3.9327 -3.0435 -2.9327 -0.630 0.732 -0.270 0.08
H -3.0894 -2.2655 -1.1214 0.303 0.570 -3.380 0.18
H -2.0364 -2.3047 -2.7407 -1.023 0.488 0.633 0.15
H -2.7472 -0.0994 -3.0022 2.659 1.249 -1.034 0.09
H -4.0928 -0.0420 -2.1665 -1.087 -0.230 1.581 0.12
C -0.7851 4.7862 -2.5872 1.572 -1.481 -0.364 -0.11
C -0.6981 3.4422 -1.6810 -0.769 5.416 0.246 -0.01
O -1.0502 4.0175 -0.3959 0.237 -0.141 -0.077 0.03
C -0.9312 5.3183 -0.3750 0.363 4.329 2.210 -0.47
O -0.9814 6.0128 0.6522 0.169 -2.118 -3.821 0.11
O -0.6914 5.8885 -1.7055 -1.161 -2.116 2.903 0.02
H -1.6025 4.7898 -3.2671 -1.551 0.193 0.158 0.10
H 0.0250 4.9351 -3.2941 0.658 -0.607 0.177 0.12
H 0.2310 3.0500 -1.5586 2.780 -1.133 -0.132 0.09
H -1.4043 2.7245 -1.7358 -2.159 -2.400 -1.432 0.07
```
Forces are in eV/Å.